1.
{
  "formula": "C7H13O",
  "method": "the ωB97M-V functional and the def2-TZVPD basis",
  "symbols": ["C", "O", "C", "C", "C", "C", "C", "C", "H", "H", "H", "H", "H", "H", "H", "H", "H", "H", "H", "H", "H"],
  "xyz": [[1.973, -1.760, -2.180], [1.848, -2.579, -3.253], [0.621, -1.038, -1.787], [0.536, -0.398, -0.399], [-0.902, -0.352, 0.130], [-1.053, 0.307, 1.507], [-0.877, 1.799, 1.486], [-1.270, 2.634, 2.479], [2.697, -0.903, -2.346], [2.346, -2.297, -1.259], [0.519, -0.315, -2.604], [-0.130, -1.819, -1.925], [0.871, 0.638, -0.497], [1.165, -0.947, 0.312], [-1.581, 0.199, -0.530], [-1.231, -1.394, 0.274], [-2.064, 0.095, 1.864], [-0.321, -0.103, 2.239], [-0.243, 2.226, 0.704], [-0.973, 3.674, 2.503], [-1.929, 2.332, 3.283]],
  "charge": -2,
  "total_energy_ha": -349.55571,
  "s2": 0.753,
  "multiplicity": 2,
  "e_above_lowest_ev": 0.713
}

***

2.
{
  "formula": "C7H14",
  "method": "the ωB97M-V functional and the def2-TZVPD basis",
  "symbols": ["C", "C", "C", "C", "C", "C", "C", "H", "H", "H", "H", "H", "H", "H", "H", "H", "H", "H", "H", "H", "H"],
  "xyz": [[-2.274, 1.218, -2.394], [-1.265, 0.450, -1.976], [-1.308, -0.550, -0.810], [-0.589, 0.104, 0.394], [0.944, 0.301, 0.062], [1.900, -0.561, 0.965], [1.572, -0.493, 2.441], [-3.329, 1.156, -2.164], [-1.990, 1.701, -3.326], [-0.442, 0.216, -2.642], [-2.285, -1.023, -0.689], [-0.721, -1.473, -0.996], [-0.894, 1.139, 0.578], [-0.637, -0.536, 1.280], [1.148, 1.315, 0.374], [1.083, 0.280, -1.014], [2.888, -0.188, 0.680], [1.783, -1.586, 0.628], [2.440, -0.593, 3.096], [0.928, -1.305, 2.774], [1.049, 0.424, 2.739]],
  "total_energy_ha": -275.04521,
  "smiles": "C=CCCCCC",
  "e_above_lowest_ev": 1.933
}

***

3.
{
  "formula": "C7H14",
  "method": "the ωB97M-V functional and the def2-TZVPD basis",
  "symbols": ["C", "C", "C", "C", "C", "C", "H", "H", "H", "H", "H", "H", "H", "H", "H", "H", "C", "H", "H", "H", "H"],
  "xyz": [[-2.305, -1.449, 0.089], [-1.263, -0.805, 0.607], [0.165, -1.051, 0.185], [1.204, 0.030, 0.451], [2.631, -0.287, 0.097], [1.894, 0.782, -0.656], [-3.320, -1.272, 0.431], [-2.180, -2.141, -0.742], [-1.424, -0.061, 1.390], [0.470, -1.944, 0.741], [0.192, -1.328, -0.878], [1.059, 0.591, 1.374], [3.425, -0.003, 0.780], [2.803, -1.231, -0.417], [1.607, 0.577, -1.685], [2.181, 1.816, -0.478], [-1.414, 1.576, -0.981], [-0.777, 1.511, -1.863], [-2.218, 2.293, -1.121], [-0.798, 1.879, -0.129], [-1.873, 0.605, -0.812]],
  "total_energy_ha": -275.03444,
  "smiles": "C=CCC1CC1.C",
  "e_above_lowest_ev": 2.226
}

***

4.
{
  "formula": "C7H14",
  "method": "the ωB97M-V functional and the def2-TZVPD basis",
  "symbols": ["C", "C", "C", "C", "C", "H", "H", "H", "H", "H", "H", "H", "H", "H", "H", "C", "C", "H", "H", "H", "H"],
  "xyz": [[-1.082, 0.545, -1.595], [-0.511, 0.851, -0.430], [0.522, 1.952, -0.322], [-0.864, 0.187, 0.880], [-1.712, -1.077, 0.815], [-0.853, 1.117, -2.495], [-1.826, -0.245, -1.689], [1.019, 2.154, -1.280], [1.299, 1.698, 0.414], [0.048, 2.882, 0.014], [0.067, -0.035, 1.410], [-1.381, 0.944, 1.484], [-1.894, -1.455, 1.827], [-1.218, -1.876, 0.247], [-2.685, -0.886, 0.350], [1.976, -1.150, 0.702], [1.660, -1.110, -0.586], [2.631, -0.408, 1.157], [1.567, -1.907, 1.369], [2.028, -0.326, -1.246], [0.966, -1.821, -1.031]],
  "total_energy_ha": -275.05208,
  "smiles": "C=C(C)CC.C=C",
  "e_above_lowest_ev": 1.746
}

***

5.
{
  "formula": "C7H14",
  "method": "the ωB97M-V functional and the def2-TZVPD basis",
  "symbols": ["C", "C", "C", "C", "C", "C", "C", "H", "H", "H", "H", "H", "H", "H", "H", "H", "H", "H", "H", "H", "H"],
  "xyz": [[-0.653, -0.843, -3.067], [-0.847, 0.331, -2.368], [0.229, 1.008, -1.632], [0.748, 0.567, -0.231], [-0.440, 0.635, 0.847], [0.149, 0.272, 2.215], [0.326, -1.293, 2.335], [0.424, -0.974, -3.396], [-1.333, -1.682, -3.078], [-1.869, 0.653, -2.070], [1.060, 0.905, -2.398], [0.009, 2.087, -1.281], [1.198, -0.459, -0.294], [1.445, 1.098, 0.286], [-1.357, -0.053, 0.617], [-0.739, 1.718, 0.849], [-0.744, 0.344, 3.038], [0.958, 0.905, 2.408], [-0.455, -1.846, 1.725], [0.348, -1.772, 3.355], [1.543, -1.600, 2.138]],
  "total_energy_ha": -274.98520,
  "smiles": "C=CCCCCC",
  "e_above_lowest_ev": 3.566
}

***

6.
{
  "formula": "C7H14",
  "method": "the ωB97M-V functional and the def2-TZVPD basis",
  "symbols": ["C", "C", "C", "C", "C", "H", "H", "H", "H", "H", "H", "H", "H", "H", "H", "H", "H", "C", "C", "H", "H"],
  "xyz": [[-2.037, -0.823, -0.454], [-0.737, -0.005, -0.041], [0.327, -1.014, 0.043], [-1.231, 0.699, 1.195], [-0.235, 1.157, -1.021], [-2.001, -1.189, -1.526], [-2.139, -1.593, 0.265], [-2.914, -0.136, -0.444], [0.909, -0.408, 0.683], [-0.020, -1.826, 0.752], [1.090, -1.452, -0.854], [-0.398, 1.189, 1.857], [-1.816, 0.142, 2.081], [-1.857, 1.510, 0.843], [-1.052, 1.716, -1.330], [0.397, 1.930, -0.325], [0.313, 0.797, -1.853], [2.374, -0.646, 0.077], [2.338, 0.539, 0.128], [2.127, -1.675, 0.280], [2.558, 1.553, 0.006]],
  "total_energy_ha": -274.81537,
  "smiles": "CC(C)(C)C.C#C",
  "e_above_lowest_ev": 8.187
}

***

7.
{
  "formula": "C7H14",
  "method": "the ωB97M-V functional and the def2-TZVPD basis",
  "symbols": ["C", "C", "C", "C", "C", "C", "C", "H", "H", "H", "H", "H", "H", "H", "H", "H", "H", "H", "H", "H", "H"],
  "xyz": [[1.600, 0.087, 1.132], [0.341, 0.807, 1.454], [0.261, 2.322, 1.297], [-1.062, 0.216, 0.028], [-0.566, -0.919, -0.765], [-1.154, -2.095, -1.489], [-0.251, -1.115, -2.217], [1.315, -0.873, 0.393], [2.313, 0.668, 0.535], [2.058, -0.521, 1.909], [-0.120, 0.458, 2.385], [0.596, 2.884, 2.179], [0.861, 2.664, 0.444], [-0.782, 2.613, 1.114], [-1.922, 0.013, 0.671], [-1.056, 1.189, -0.453], [0.420, -1.290, -0.207], [-0.749, -3.078, -1.246], [-2.207, -2.108, -1.761], [-0.670, -0.489, -3.001], [0.773, -1.432, -2.400]],
  "total_energy_ha": -274.97038,
  "e_above_lowest_ev": 3.969
}

***

8.
{
  "formula": "C7H14",
  "method": "the ωB97M-V functional and the def2-TZVPD basis",
  "symbols": ["C", "C", "C", "C", "C", "C", "C", "H", "H", "H", "H", "H", "H", "H", "H", "H", "H", "H", "H", "H", "H"],
  "xyz": [[-0.022, 1.747, 0.281], [-0.052, 0.619, -0.742], [-1.112, -0.498, -0.514], [-2.248, -0.295, 0.482], [0.028, -1.475, -0.093], [1.079, -0.470, -0.609], [2.289, -0.163, 0.264], [0.872, 2.367, 0.147], [-0.012, 1.375, 1.312], [-0.896, 2.402, 0.178], [-0.092, 1.057, -1.747], [-1.535, -0.811, -1.476], [-1.883, 0.075, 1.447], [-3.003, 0.413, 0.118], [-2.753, -1.250, 0.668], [0.009, -2.458, -0.575], [0.078, -1.620, 0.993], [1.428, -0.765, -1.606], [1.996, 0.126, 1.280], [2.951, -1.034, 0.350], [2.880, 0.659, -0.158]],
  "total_energy_ha": -275.09173,
  "smiles": "C[C@@H]1[C@H](C)C[C@@H]1C",
  "e_above_lowest_ev": 0.667
}